[1]
62
Properties=species:S:1:pos:R:3:forces:R:3 method="wB97M-V/def2-TZVPD" energy_ha=-1769.23215 lumo_ev="-9.6 / -12.4" charge=+3 spin_multiplicity=5 gap_ha="0.2804 / 0.2024"
H 0.1193 3.2040 1.7828 -0.005 0.027 -0.012
C 3.3237 -3.8441 7.1236 -0.014 0.034 -0.112
C -1.4007 -4.6864 0.6350 0.020 -0.028 -0.001
C -3.3840 2.8509 -0.9879 0.023 0.046 -0.020
H 4.3413 -4.2001 6.9842 0.000 0.004 0.001
H -3.4288 -4.2342 1.1935 0.007 -0.003 0.007
C -3.4703 0.4561 -0.8355 0.018 0.005 -0.019
C 1.5692 1.6177 1.6928 0.025 0.036 0.034
H 0.5749 -4.9617 -0.1807 -0.006 0.000 0.015
H 2.7170 -4.6621 7.5130 -0.008 -0.001 0.008
H -0.7875 1.5292 -2.6995 -0.006 -0.003 -0.017
H 0.4551 -3.0241 -1.6489 0.008 0.015 0.003
H 4.1668 -1.5654 2.1973 0.015 -0.011 -0.015
C 3.4733 -3.1941 4.6853 0.001 0.062 -0.240
H 3.4032 -2.9021 1.3459 -0.015 -0.004 0.005
H -3.6218 -2.3482 -0.3365 0.014 -0.004 0.019
H 1.7877 0.7293 1.1014 -0.002 0.005 -0.059
H -4.0109 -0.4307 -0.5385 -0.008 0.019 -0.008
C -0.3866 -3.2540 -1.0110 -0.025 0.010 0.005
C -1.6791 1.5612 -2.0888 0.036 -0.114 0.068
H 1.7006 -1.7402 1.2841 -0.010 -0.087 -0.016
H 4.7369 -3.2058 2.4686 0.008 -0.002 -0.001
H -1.0434 -2.2057 5.6573 -0.001 -0.009 0.004
C 0.9812 -0.4821 -2.1860 -0.020 -0.057 -0.147
C 1.4057 -2.9271 5.7673 -0.134 0.096 -0.156
O -0.8212 1.4391 1.2750 0.100 0.206 0.159
H -1.3466 -5.5680 1.2613 0.005 0.005 -0.003
H 0.4591 2.6373 0.1336 0.032 -0.057 -0.029
H -4.9020 1.7546 0.0730 -0.005 0.008 -0.009
H -1.6267 1.9728 1.2566 0.028 0.022 -0.031
H 0.1374 -1.9056 -3.5976 -0.009 -0.011 -0.025
C 3.8433 -2.6112 2.2982 -0.047 0.039 0.003
C -0.1838 -0.9718 -3.1333 0.207 0.083 0.132
H -3.8246 3.8162 -0.7710 0.010 -0.003 0.005
H 1.4465 1.3636 2.7467 -0.003 -0.020 -0.013
O 2.0361 -0.3244 -2.7201 0.092 0.021 0.061
H 2.4285 2.2833 1.6058 -0.015 0.013 0.005
H -0.7397 -0.9297 4.4587 -0.007 0.003 0.004
C -0.6419 -1.9987 4.6699 0.042 -0.019 -0.054
C -2.2654 0.3541 -1.5930 -0.339 0.227 -0.193
C 0.7810 -2.4070 4.5611 -0.046 -0.098 0.468
H -1.7715 3.6855 -2.1519 -0.010 0.002 -0.003
C 2.7434 -3.3252 5.8434 -0.063 -0.012 0.136
H 3.3339 -3.0541 7.8766 -0.006 0.004 0.013
C 1.5470 -2.3145 3.4019 0.089 0.105 -0.332
H 4.5223 -3.4666 4.6766 -0.008 -0.009 -0.007
C 0.3532 2.3325 1.1739 -0.120 -0.007 0.026
O -0.0977 -1.2797 2.0169 -0.128 -0.284 0.149
C -1.5604 -2.4501 -1.0358 -0.111 -0.164 0.047
C -2.6697 -2.8513 -0.2438 -0.010 -0.014 0.003
P -1.7597 -1.2164 -2.3469 0.000 0.044 0.293
H 0.7839 -2.9928 6.6538 -0.006 -0.007 -0.013
C 1.0219 -1.7647 2.1438 0.197 0.188 0.038
C -2.5723 -3.9381 0.6031 0.000 0.016 -0.034
C 2.9075 -2.7061 3.4492 0.200 -0.125 0.146
Pt -1.0194 -0.4409 0.1664 -0.277 -0.222 -0.291
C -2.2272 2.7797 -1.7740 -0.063 0.021 0.051
C -0.3144 -4.3448 -0.1742 -0.033 -0.005 -0.005
C -3.9931 1.6937 -0.5105 0.019 -0.016 0.002
H -0.2827 -0.2530 -3.9476 -0.014 -0.003 -0.021
H -1.2477 -2.5036 3.9135 -0.004 0.010 0.002
O 0.7549 -0.3013 -0.9107 0.379 0.020 -0.026



[2]
78
Properties=species:S:1:pos:R:3:forces:R:3 method="wB97M-V/def2-TZVPD" energy_ha=-3884.12798 lumo_ev="-4.9 / -5.6" relative_energy_kcal_mol=0.00 charge=+2 spin_multiplicity=2 gap_ha="0.3007 / 0.2807"
N -5.5333 3.8772 -3.7331 -0.002 0.001 -0.001
C 1.4222 1.3595 0.8247 0.010 0.000 -0.042
C 0.4014 -6.0482 4.7771 0.000 -0.002 -0.002
H 4.7495 -1.6561 5.2868 0.005 0.004 -0.007
C -2.3609 2.0153 -2.4925 0.022 -0.027 0.000
C -1.7525 -4.8614 -0.0534 0.006 0.002 0.007
C -1.8297 0.7313 -2.7006 0.007 0.025 -0.020
C 2.6261 1.0953 1.7001 -0.035 0.013 0.100
N -0.1260 3.1124 0.2457 -0.001 0.005 0.010
H 0.1868 4.9845 1.0598 0.000 -0.001 0.000
H 1.1782 -6.2233 5.5215 -0.001 0.000 0.000
H 0.1819 -6.9926 4.2811 0.001 0.001 -0.001
C 3.9314 -1.5116 4.5920 -0.004 0.017 0.037
C 6.8057 0.2540 0.6967 -0.001 -0.012 -0.010
H -4.5011 5.0423 -5.1554 -0.001 -0.001 0.000
H -0.9656 -4.8398 -0.8087 -0.001 -0.001 -0.001
F -2.3342 -0.0367 -3.6831 -0.005 0.003 -0.002
H -6.3714 4.4185 -3.9449 0.001 0.000 0.000
H 1.0958 -4.0610 4.2647 0.004 0.008 -0.001
O -1.4362 -3.8336 0.9419 -0.012 0.025 -0.012
H -2.6558 -6.2071 1.3635 0.000 0.001 0.000
O 1.2749 -0.6723 -0.4254 -0.006 -0.046 -0.030
H -5.4868 3.7529 -2.7203 0.002 -0.001 0.000
C -0.2240 1.0354 -0.9532 0.000 0.008 -0.005
H -5.5017 2.6837 -5.4415 0.000 -0.001 0.000
N -3.4352 2.5557 -3.2507 -0.020 0.024 0.002
N 5.5800 -0.2866 0.1222 -0.003 -0.013 -0.028
C -0.7169 2.3277 -0.7347 0.002 -0.002 -0.015
H -2.9522 3.2499 -5.1936 0.002 0.002 -0.001
S 1.5506 -3.9716 0.4852 -0.007 -0.042 -0.008
O 3.2316 2.0497 2.1485 0.020 -0.017 -0.038
C -1.7945 2.7934 -1.5008 -0.011 -0.003 0.014
H 6.5795 1.1862 1.2140 0.006 0.001 -0.004
H -0.9806 -6.6131 0.9581 -0.001 0.002 -0.001
H -2.6774 3.8698 0.9997 0.000 0.001 0.001
O -0.1764 -4.8130 2.8061 -0.037 0.007 -0.005
H -4.8114 1.0084 -3.0147 0.001 -0.001 0.003
C -5.5940 2.5203 -4.3695 0.000 0.000 -0.001
H -2.2179 4.1490 -3.8728 -0.001 0.001 0.004
C 0.8875 -5.0207 3.7905 0.004 -0.006 -0.003
H 3.9803 0.0447 -1.1709 0.004 0.003 0.008
C -3.1243 3.6353 -4.1816 0.007 -0.010 -0.012
H 5.6490 -1.9302 1.3135 -0.033 0.034 0.048
Pt 2.2285 -1.8600 1.1915 0.065 0.055 0.066
C -0.8011 0.2430 -1.9498 -0.005 -0.021 0.019
H 4.0346 -0.6157 3.9918 -0.011 0.007 -0.002
S 0.2469 -1.8694 2.3943 0.013 0.025 0.020
Cl 3.9555 -2.9041 3.4688 -0.038 -0.041 -0.023
H -2.1949 5.4352 1.6668 0.000 0.000 0.000
H 1.3446 3.2862 1.6802 0.004 -0.007 0.001
C -4.2992 4.6239 -4.1715 0.000 0.000 0.001
H -0.8133 4.9875 -0.3687 -0.001 0.000 -0.001
H -2.6769 -4.5042 -0.4989 0.000 0.001 0.000
H -2.2671 -6.9163 -0.2096 0.001 -0.002 0.002
H 7.2271 -0.4579 1.4020 0.000 0.003 0.001
Cl 2.4238 -1.4270 5.4930 -0.004 -0.007 -0.027
C 5.0738 -1.4174 0.5385 0.017 -0.078 0.022
C 0.8947 2.6198 0.9549 -0.006 0.011 -0.004
O 2.9670 -0.1283 1.9702 0.036 -0.038 -0.036
H -2.2216 3.7683 -1.3156 -0.001 0.000 -0.002
C 4.9069 0.5302 -0.8781 -0.012 0.000 0.008
H -0.4121 -0.7494 -2.1334 0.001 0.001 0.002
H -6.5693 2.0847 -4.1676 0.000 0.001 0.001
H 4.7063 1.5127 -0.4497 -0.018 0.008 0.003
C -1.8565 4.4206 1.4597 0.000 0.000 0.001
C -0.6282 4.4597 0.5661 0.000 -0.002 0.000
P -0.0637 -3.7333 1.6776 0.057 -0.038 0.027
H -1.6225 3.9427 2.4107 0.001 0.000 0.000
C 0.8795 0.4921 -0.1594 -0.003 0.000 0.010
H 5.5525 0.6445 -1.7487 0.000 0.002 0.005
O 4.0204 -1.9330 0.0734 -0.020 0.121 -0.081
C -4.4482 1.6613 -3.8075 0.003 -0.005 0.005
H -4.0770 1.0324 -4.6188 0.000 0.001 0.000
H -4.1534 5.4357 -3.4619 0.001 0.001 -0.001
H 1.7745 -5.3532 3.2504 0.001 0.002 0.003
H -0.4943 -5.7006 5.2897 0.000 0.000 0.000
H 7.5297 0.4438 -0.0943 0.003 0.003 0.002
C -1.9193 -6.2283 0.5616 -0.003 -0.004 -0.005



[3]
29
Properties=species:S:1:pos:R:3:forces:R:3 method="wB97M-V/def2-TZVPD" energy_ha=-2057.71126 lumo_ev=0.6 relative_energy_kcal_mol=20.14 charge=-1 spin_multiplicity=1 gap_ha=0.1420
C -1.6823 -1.2257 -0.7940 -2.702 -1.582 -0.943
F 2.0851 1.3127 3.2290 -0.587 -0.342 0.028
O -0.2230 -2.6111 2.0062 -0.282 2.105 0.673
C -0.2632 1.4627 2.7975 0.121 1.972 0.076
H -4.9630 -2.7913 -1.7695 0.196 -0.058 -0.342
F -2.6180 -1.2498 1.8428 0.975 0.673 0.524
C -4.9092 -2.7913 -5.1918 0.223 0.166 0.311
O -2.7104 -3.6255 -0.6886 -0.375 -0.417 0.006
H -1.5901 -2.4584 -4.4300 -0.355 -0.066 0.136
F -2.6016 1.4587 2.4333 0.453 -0.416 -0.170
H -6.4920 -2.9101 -3.7278 0.160 -0.010 -0.054
O -0.2623 2.6824 2.9962 -0.094 -1.790 -0.186
H -5.5787 -2.8679 -6.0468 0.137 0.000 0.156
Cl -0.0825 -0.7763 -0.8322 1.754 1.265 0.061
H -3.1074 -2.6068 -6.3786 -0.144 -0.013 0.097
C -0.2640 -1.3998 2.2328 0.504 -2.311 -0.856
C -3.5324 -2.6410 -5.3779 0.052 0.011 0.206
C -4.5647 -2.7405 -2.7860 0.044 0.064 -0.276
C -1.4872 -0.5976 2.1330 -1.307 0.643 0.246
C 0.9513 0.6609 2.9156 0.838 -0.553 -0.351
S -2.0301 -2.7259 -1.5881 0.727 1.436 0.143
F 2.0572 -1.3984 2.8303 -0.791 0.621 -0.407
C -5.4202 -2.8166 -3.8919 0.210 0.027 0.135
C 0.9488 -0.6540 2.6353 1.014 0.030 0.757
C -3.1850 -2.6239 -2.9864 -0.250 0.185 -0.014
C -1.4739 0.7267 2.4206 -0.946 -0.750 -0.151
O -0.8001 -3.1181 -2.2508 0.164 -0.751 0.149
C -2.6680 -2.5495 -4.2838 -0.262 -0.043 0.008
H -2.4978 -0.4978 -0.7744 0.525 -0.097 0.040



[4]
24
Properties=species:S:1:pos:R:3:forces:R:3 method="wB97M-V/def2-TZVPD" smiles=C[N@@H+]1CCc2scnc2[C@H]1CF energy_ha=-919.31820 lumo_ev=-3.0 charge=+1 spin_multiplicity=1 gap_ha=0.3630
H 1.2096 1.4137 2.0601 -0.115 0.636 -1.282
H -0.9606 -2.6972 -0.1369 1.304 0.216 0.963
N -0.6534 0.1550 0.1647 -0.132 -1.189 3.502
C 2.1112 0.5558 0.3558 1.478 -1.567 -1.679
C -2.0382 0.2635 -0.3827 0.276 1.604 -2.498
H -0.8064 2.1013 0.6315 -0.699 1.069 0.314
H 0.8693 -2.8976 -0.2573 -0.334 -0.015 0.169
F 0.2283 -2.1387 1.5267 -0.358 -0.047 -0.523
H 4.8104 -1.4625 -0.8083 -2.045 0.417 0.451
C 1.6454 -0.5839 -0.2976 1.621 2.091 0.696
H -1.7314 0.8519 -1.3614 -1.628 -1.182 1.583
H 0.1513 1.7989 -0.9301 -0.588 -0.387 2.248
S 3.8303 0.5286 0.2883 -0.035 -0.387 0.091
H -0.6906 -0.0397 1.2262 -0.030 -0.498 -1.841
H 1.4791 2.7437 0.7469 0.730 -2.037 0.487
C 3.7924 -1.0153 -0.5119 1.811 0.485 -0.002
C -0.0519 1.5059 0.1974 1.506 0.508 -2.534
H -2.5599 -0.6757 -0.6385 0.777 0.252 0.299
H -0.0940 -0.9192 -1.4920 -0.269 -0.152 -1.720
N 2.6072 -1.4683 -0.7357 -0.551 0.099 -0.283
C 0.0646 -2.2782 0.1515 -1.934 -0.282 -0.799
H -2.7194 0.8898 0.2464 0.954 -0.499 -0.393
C 1.2965 1.6132 0.9395 -2.062 1.405 0.776
C 0.2145 -0.8956 -0.4925 0.323 -0.540 1.975